Density functional theory data (the ωB97M-V functional and the def2-TZVPD basis) for a structure of composition C34H18BiN9O6S6 at a distorted geometry.

Last column: Mulliken charge in e.
Cartesian coordinates (Å):
O: -0.719 6.898 -2.317  -0.58
H: 5.809 -2.027 2.794  0.38
H: 3.386 0.005 -0.101  0.14
H: 2.591 -3.342 6.067  0.37
C: -3.535 -1.735 -0.603  -0.61
N: -1.463 6.644 -3.240  1.07
H: 2.099 -6.553 -2.049  0.36
O: -1.764 7.442 -4.116  -0.67
C: -3.269 0.095 0.927  -0.49
H: -0.867 4.545 -1.682  0.79
C: 1.797 2.943 -1.486  0.44
S: -0.585 1.914 5.344  -0.39
H: -3.358 5.872 -4.914  0.59
H: -1.870 -0.826 3.209  0.28
C: -1.190 -2.514 -0.236  0.12
N: 2.402 -0.782 1.490  1.29
C: -3.062 5.100 -4.219  -0.20
C: -0.985 -1.281 3.631  -0.37
H: 3.647 -4.761 -1.447  0.42
Bi: 0.298 0.942 0.781  1.96
C: -2.316 -1.652 0.023  -0.26
C: -1.030 -1.907 4.884  -1.03
C: -0.158 1.887 3.743  0.22
N: -1.359 -3.793 -0.728  -0.01
H: -3.387 0.962 1.545  0.46
H: -3.780 1.895 -3.338  0.71
O: -2.409 0.922 -1.529  -0.58
O: -0.956 2.370 -0.649  -0.75
O: -5.265 2.518 -5.182  -0.64
C: 1.510 1.879 -2.307  0.70
H: 4.658 -2.978 4.786  0.37
C: -3.298 2.861 -3.335  -0.35
C: -1.858 2.011 -1.457  0.00
H: 0.140 -2.928 6.354  0.37
C: 1.707 -5.636 -1.631  -0.36
C: 2.096 4.182 -2.064  -0.14
O: -5.079 4.550 -5.900  -0.65
S: 1.419 1.454 3.247  -0.51
N: 2.355 5.195 -2.548  -0.64
C: 2.589 -4.609 -1.288  -0.82
N: 0.100 -1.191 2.910  0.58
S: 1.197 0.262 -1.778  -0.36
C: 3.686 -1.938 3.164  1.31
H: -2.234 -4.252 -0.913  0.24
C: 2.567 -2.826 5.116  -0.85
C: 2.152 -3.412 -0.757  -0.28
C: -1.657 4.353 -2.393  -0.38
C: 1.451 2.077 -3.696  -0.20
S: 1.859 2.882 0.264  -0.50
C: 0.127 -2.446 5.384  -0.88
C: -3.687 3.859 -4.231  -0.35
H: 5.640 -0.778 0.645  0.48
C: 3.501 -0.552 0.820  -0.86
C: -2.280 3.111 -2.428  0.25
C: 1.248 -1.673 3.393  -0.58
H: 2.828 -2.611 -0.507  0.42
H: -0.345 -6.287 -1.741  0.38
H: -3.860 -2.430 -1.352  0.38
N: 0.063 -2.187 -0.119  0.54
C: 1.317 -2.337 4.642  1.25
C: -0.105 -4.289 -0.966  0.48
H: -1.956 -1.942 5.439  0.41
C: -2.060 5.338 -3.292  -0.41
C: 4.762 -0.992 1.239  -0.74
C: 4.851 -1.685 2.421  -1.07
N: 1.382 2.194 -4.839  -0.65
C: 0.782 -3.249 -0.584  0.18
S: -4.548 -0.449 -0.109  -0.24
C: 2.459 -1.462 2.640  -0.14
C: 0.343 -5.496 -1.472  -1.28
N: -4.738 3.626 -5.162  1.06
S: -1.281 2.267 2.498  -0.47
C: 3.705 -2.631 4.408  -0.82
N: -2.211 -0.617 0.895  0.14

Cartesian forces, eV/Å:
O -0.1 -0.1 -0.1
H 0.0 0.0 0.0
H 0.0 0.1 -0.1
H 0.0 0.0 0.1
C 0.1 0.1 0.2
N 0.5 1.0 0.2
H 0.0 -0.1 0.0
O 0.0 0.0 -0.1
C -1.1 0.0 -0.3
H 0.0 0.0 0.1
C -0.3 -1.4 0.1
S -0.3 0.0 0.7
H 0.0 0.0 0.1
H 0.0 0.0 0.0
C 0.5 -0.5 -0.2
N -0.2 0.0 -0.3
C -0.1 0.2 -0.2
C -0.2 0.0 0.1
H 0.1 0.0 0.0
Bi -0.3 -0.5 0.4
C -1.2 0.1 -0.4
C 0.3 -0.2 0.2
C 0.1 0.1 0.2
N -0.2 0.2 0.0
H 0.0 0.3 0.2
H 0.0 0.0 0.0
O -0.3 -0.3 -0.5
O -0.4 0.3 -0.1
O 0.3 0.6 0.0
C 0.3 0.2 1.4
H 0.0 -0.1 0.0
C -0.2 0.2 -0.3
C 0.4 0.3 0.1
H 0.0 0.0 0.0
C 0.0 -0.1 -0.1
C 0.2 0.8 -0.5
O 0.2 -0.5 0.4
S 0.4 0.5 0.1
N 0.1 0.3 -0.1
C 0.2 0.0 0.0
N -0.1 0.1 -0.4
S 0.2 -0.2 -0.5
C -0.3 0.2 -0.4
H 0.1 0.1 0.1
C 0.5 0.0 -0.1
C -0.1 0.0 0.0
C 0.0 0.2 -0.3
C 0.0 0.2 -1.0
S 0.6 0.4 -0.2
C -0.2 0.1 -0.1
C 1.4 0.3 1.3
H 0.0 0.0 0.0
C 0.4 0.1 -0.1
C -0.1 0.0 0.0
C 0.0 -0.5 0.7
H 0.1 0.0 0.0
H 0.0 -0.1 -0.1
H 0.0 -0.1 -0.2
N -0.4 0.7 0.2
C -0.2 0.3 -0.5
C 0.5 0.2 0.1
H 0.0 0.0 0.0
C -0.6 -1.5 0.1
C 0.1 -0.2 0.3
C -0.1 0.1 -0.1
N 0.0 0.1 -0.3
C -0.3 -0.8 -0.3
S 0.4 -0.3 0.3
C 0.6 -0.4 0.3
C -0.1 -0.1 -0.1
N -1.4 -0.3 -1.2
S -0.4 0.3 -0.1
C -0.2 -0.2 0.4
N 0.7 -0.1 0.3

Total charge: -2
Molar mass (g mol⁻¹): 1049.957
Lowest unoccupied orbital energy (eV): 3.030
ΔE to the lowest compared entry with this formula, charge and spin (kcal per mole): 18.3
Frontier orbital gap (eV): 4.98
Electronic energy (Ha): -4854.4958